A molecular structure, C33H29N2O2PTc in a non-equilibrium geometry, computed with wB97M-V/def2-TZVPD.

- E_LUMO (alpha / beta) (Ha) = -0.2644 / -0.2611
- orbital gap (alpha / beta) (Eh) = 0.21746 / 0.22056
- energy (a.u.) = -1956.48080
- maximum force (hartree/bohr) = 0.063
- 2S+1 = 2
- relative energy (zero: lowest compared OMol25 entry of this formula, charge and spin) (kcal/mol) = 3.0
- total charge = +2
- M (g mol⁻¹) = 614.58

Geometry as XYZ:
```
68
Properties=species:S:1:pos:R:3:forces:R:3
Tc -0.946782 0.425710 -0.231559 0.97 -2.95 0.90
C 1.856445 -0.799925 -4.940845 -0.01 0.04 -0.02
C 1.292526 -2.008330 -4.550185 -0.02 -0.05 -0.02
C 1.002224 -2.243024 -3.215037 -0.02 -0.01 0.07
C 1.266222 -1.259848 -2.263376 0.19 0.12 0.19
C 1.832618 -0.048745 -2.658789 0.04 -0.10 0.06
C 2.131097 0.179343 -3.995055 0.02 0.07 -0.03
P 0.941627 -1.510654 -0.482947 -1.37 0.13 -1.05
C 2.195751 -2.681581 0.079682 0.12 0.62 0.55
C 2.005818 -3.312636 1.311108 -0.04 0.00 -0.04
C 2.967539 -4.187002 1.783573 0.00 -0.04 0.05
C 4.125307 -4.409698 1.047501 0.00 0.04 -0.04
C 4.315600 -3.773002 -0.171140 0.03 -0.04 -0.01
C 3.360639 -2.892919 -0.654149 -0.07 0.07 -0.07
C -0.636067 -2.406508 -0.394333 0.43 0.41 0.11
C -0.866684 -3.767882 -0.533145 -0.16 -0.17 0.04
C -2.175705 -4.228705 -0.478756 0.18 0.02 -0.03
C -3.225386 -3.337487 -0.276939 0.03 0.06 0.02
C -2.986892 -1.978420 -0.114050 -0.22 0.29 0.16
C -1.681060 -1.509465 -0.167545 0.19 0.39 -0.54
H 2.100909 -0.633662 -5.982859 0.02 -0.01 0.02
H 1.100221 -2.777389 -5.286571 -0.03 0.00 0.01
H 0.575346 -3.191271 -2.912986 -0.01 -0.01 -0.03
H 2.066512 0.704881 -1.914892 -0.02 0.06 -0.03
H 2.608172 1.107465 -4.289260 -0.01 -0.03 0.02
H 1.105495 -3.125185 1.884488 0.02 -0.03 0.04
H 2.821797 -4.693076 2.728318 0.00 0.03 0.01
H 4.888646 -5.073228 1.430883 -0.03 -0.04 -0.02
H 5.212359 -3.957367 -0.747026 0.01 0.01 0.02
H 3.511730 -2.387690 -1.599337 0.05 -0.01 0.02
H -0.039874 -4.455957 -0.664977 -0.02 0.01 -0.01
H -2.377515 -5.285136 -0.594987 -0.02 0.01 0.02
H -4.242026 -3.707019 -0.244706 0.01 0.02 0.02
H -3.816810 -1.302038 0.055153 -0.01 -0.04 -0.01
N -0.964785 0.838399 1.489198 0.20 1.23 1.30
C -0.929182 1.662991 2.486750 -0.06 -0.19 -1.24
C -0.870171 1.222945 3.862570 -0.09 -0.48 0.69
C -1.153313 -0.119111 4.168478 -0.01 0.32 -0.11
C -1.135677 -0.546813 5.478298 0.02 -0.02 0.12
C -0.820823 0.348915 6.496639 0.02 0.07 -0.04
C -0.505399 1.670138 6.200801 -0.03 -0.18 0.17
C -0.527676 2.110943 4.892476 -0.01 -0.11 -0.36
C -0.982424 3.100375 2.105617 0.06 0.11 -0.24
C -1.858110 3.981343 2.736478 0.00 -0.10 0.00
C -1.966753 5.286814 2.281722 -0.03 0.01 -0.03
C -1.198479 5.723383 1.212698 0.04 -0.01 -0.04
C -0.317518 4.850634 0.583805 -0.04 0.07 -0.04
C -0.221344 3.541592 1.017810 -0.03 -0.10 0.20
H -1.409544 -0.798017 3.364418 -0.04 -0.04 0.04
H -1.377383 -1.573158 5.718341 0.01 -0.01 0.00
H -0.818334 0.013687 7.525155 0.01 0.00 0.00
H -0.245052 2.354349 6.996448 0.01 0.00 -0.01
H -0.256008 3.131276 4.660175 -0.04 0.01 0.02
H -2.478074 3.638150 3.554628 0.03 0.00 0.01
H -2.666878 5.962270 2.754471 0.02 0.00 0.03
H -1.287233 6.745225 0.868937 0.02 0.00 0.01
H 0.298671 5.189691 -0.237964 -0.01 0.02 0.00
H 0.494539 2.867790 0.552777 0.02 0.04 -0.01
N -0.729603 2.978690 -5.086095 0.33 0.20 0.58
C -1.329482 1.847682 -4.332538 -0.12 -0.44 0.59
C -0.756531 1.960413 -2.898159 0.57 0.67 -0.39
O -0.001937 2.905222 -2.684963 -0.22 -0.22 0.02
O -1.121386 1.065524 -2.073578 -0.72 0.27 -0.88
H -1.411371 3.654500 -5.421807 -0.06 0.03 -0.03
H -0.147287 2.684923 -5.865991 0.06 -0.01 -0.03
H -0.134141 3.415436 -4.301706 -0.16 -0.04 -0.48
H -1.047427 0.887631 -4.757303 0.02 0.02 -0.10
H -2.413689 1.923614 -4.303863 0.01 0.02 -0.08
```
Positions in Å, forces in eV/Å.

***

A molecular structure, C33H29N6O3Zr, computed with wB97M-V/def2-TZVPD.

- E_LUMO (Ha) = -0.3552
- orbital gap (Eh) = 0.17479
- energy (a.u.) = -1875.48104
- maximum force (hartree/bohr) = 0.010
- relative energy (zero: lowest compared OMol25 entry of this formula, charge and spin) (kcal/mol) = 0.0
- total charge = +3
- M (g mol⁻¹) = 648.86

Geometry as XYZ:
```
72
Properties=species:S:1:pos:R:3:forces:R:3
Zr 1.625016 -1.186694 -0.472439 0.15 -0.36 -0.28
C 0.945810 -3.272479 2.108667 -0.02 0.03 0.06
C 1.820976 -3.991362 1.132008 -0.02 -0.11 0.04
C 2.010830 -5.366720 1.223500 0.00 0.08 0.01
C 2.792591 -6.016198 0.290560 0.01 0.02 -0.04
C 3.414817 -5.274524 -0.712111 -0.04 0.03 0.15
C 3.217589 -3.913723 -0.740277 0.11 -0.04 -0.12
N 2.410384 -3.278303 0.151917 -0.09 0.29 -0.21
C 3.868067 -3.035956 -1.738766 0.15 -0.04 0.00
C 4.987117 -3.392928 -2.473016 -0.11 0.00 0.01
C 5.523976 -2.465602 -3.353056 0.02 -0.01 -0.01
C 4.949607 -1.208406 -3.475889 -0.05 0.03 0.05
C 3.841993 -0.904516 -2.701501 0.06 -0.04 -0.10
N 3.323208 -1.813904 -1.858528 -0.24 0.08 0.10
C 3.107821 0.381743 -2.766319 0.14 -0.06 -0.07
C 3.574304 1.455430 -3.487669 -0.16 0.01 0.01
C 2.766127 2.585453 -3.603522 0.03 -0.02 0.01
C 1.519905 2.580084 -3.016662 -0.04 -0.07 0.06
C 1.102470 1.482304 -2.265626 -0.01 0.11 -0.05
C -0.258223 1.482802 -1.642641 -0.03 0.00 0.04
N 1.911301 0.410396 -2.108752 0.06 -0.15 0.22
H 0.932464 -3.794335 3.063962 -0.02 -0.01 -0.01
H -0.085357 -3.229268 1.747794 0.01 -0.02 -0.01
H 1.295494 -2.255977 2.307538 0.02 -0.02 -0.02
H 1.532493 -5.910726 2.026112 0.00 -0.01 0.00
H 2.926903 -7.088739 0.338725 0.01 -0.01 0.00
H 4.029824 -5.763078 -1.452784 0.01 0.00 0.00
H 5.439007 -4.366857 -2.358384 0.01 0.00 -0.01
H 6.393683 -2.720756 -3.944277 0.00 0.00 0.00
H 5.361236 -0.495150 -4.173501 0.00 0.00 0.00
H 4.536827 1.422621 -3.974292 0.00 0.00 -0.01
H 3.103822 3.442425 -4.171453 0.00 0.00 0.00
H 0.845740 3.417603 -3.129239 0.02 0.02 -0.02
H -0.922196 2.124591 -2.218368 0.00 -0.01 -0.01
H -0.228570 1.884808 -0.627057 0.00 0.01 -0.02
H -0.697677 0.485735 -1.619253 0.02 0.01 -0.02
C -5.213556 6.644183 0.782244 0.01 -0.01 -0.02
O -4.721166 5.442871 0.176204 -0.02 -0.03 0.05
C -4.735460 4.317226 0.892309 0.02 0.07 -0.07
C -4.353060 3.158057 0.193670 0.01 -0.05 0.00
C -4.320493 1.935257 0.818057 -0.01 0.09 -0.04
C -4.676108 1.843802 2.173874 -0.01 -0.18 0.16
C -5.102248 2.989079 2.846126 0.00 0.06 -0.03
C -5.117434 4.227823 2.230763 0.02 -0.10 0.05
N -4.750833 0.680537 2.979437 -0.06 0.09 -0.03
N -4.188779 -0.395491 2.743300 0.05 0.09 -0.10
C -3.241148 -0.649909 1.736724 -0.02 -0.01 0.09
C -3.482200 -1.611261 0.779554 -0.04 -0.04 -0.10
C -2.477125 -2.030775 -0.107168 -0.10 0.09 0.06
C -1.221615 -1.499880 0.006381 0.12 0.04 -0.04
O -0.145117 -1.846378 -0.790989 0.39 0.23 0.19
C -0.918093 -0.552546 0.993583 -0.33 -0.09 0.03
N 0.389068 -0.114042 1.069831 -0.05 0.04 0.00
C 0.682060 0.793426 2.010307 0.00 0.04 0.06
C -0.251627 1.292477 2.906322 0.14 -0.03 -0.07
C -1.552228 0.831471 2.850935 -0.12 -0.06 -0.02
C -1.922984 -0.107580 1.875974 0.14 0.08 0.03
H -5.154329 7.405139 0.011943 0.00 0.00 0.01
H -4.592359 6.929961 1.631910 -0.01 0.00 0.00
H -6.250468 6.516648 1.093696 0.01 0.01 0.01
H -4.136169 3.258208 -0.861377 0.00 -0.01 -0.01
H -4.088459 1.062678 0.226392 0.01 -0.07 0.02
H -5.429500 2.882113 3.871862 -0.01 0.00 0.00
H -5.449477 5.092691 2.784386 0.00 0.02 -0.03
H -4.472193 -2.041923 0.711443 0.00 -0.01 0.00
H -2.693560 -2.765883 -0.871310 0.01 -0.01 0.00
H 1.712452 1.120018 2.060801 -0.02 0.03 0.04
H 0.053991 2.016440 3.647295 0.01 0.00 0.00
H -2.284995 1.183752 3.566576 0.00 0.00 -0.01
O 3.404660 -0.263461 0.721755 -0.17 -0.08 -0.04
H 4.068049 -0.807787 1.171860 0.02 0.05 0.02
H 3.713121 0.653266 0.759933 0.04 -0.02 0.03
```
Positions in Å, forces in eV/Å.